No. 1
Formula: C31H88N18O15
Source: OMol25
Level of theory: ωB97M-V with the def2-TZVPD basis set

Values from the calculation:
electronic energy = -91111.813 eV
LUMO = 0.4467 eV
energy relative to the best compared isomer or geometry (same formula, charge and spin) = 0.0 kcal per mole
orbital gap = 9.0 eV
multiplicity = 1
highest occupied orbital energy = -8.51 eV

```
152
C31H88N18O15 (ωB97M-V with the def2-TZVPD basis set)
C 2.0714 2.4997 -7.9910
O 2.8720 2.4481 -6.8283
C 3.9130 1.5123 -6.9178
C 4.4548 1.1843 -5.5357
N 3.2921 1.0589 -4.6162
C 3.7792 0.7896 -3.2487
C 2.6214 0.6521 -2.2748
O 1.7914 -0.4582 -2.4625
C 2.3090 -1.6994 -2.1310
H 1.1947 3.1175 -7.8099
H 1.6823 1.5145 -8.2742
H 2.6018 2.8348 -8.8854
H 4.7061 1.6992 -7.6524
H 3.4643 0.6112 -7.3635
H 5.1545 1.9840 -5.2656
H 5.0021 0.2431 -5.5122
H 2.9448 2.0131 -4.5133
H 4.4271 1.5932 -2.8727
H 4.4460 -0.0760 -3.3032
H 2.0013 1.5503 -2.3479
H 3.0451 0.6525 -1.2599
H 2.5421 -1.8157 -1.0630
H 3.2166 -1.9496 -2.6956
H 1.5393 -2.4229 -2.4116
C -2.3154 0.7776 4.5033
O -2.0337 -0.6064 4.5352
C -1.9390 -1.1373 3.2187
C -1.6540 -2.6297 3.1436
N -2.8245 -3.4844 3.3875
C -3.2063 -3.4567 4.8089
C -4.4565 -4.3174 5.0102
O -4.0375 -5.6608 5.1315
C -4.9874 -6.6838 5.1572
H -3.1819 1.0046 3.8775
H -1.4607 1.4073 4.2395
H -2.5550 1.1105 5.5149
H -1.1305 -0.6453 2.6622
H -2.8347 -0.8498 2.6549
H -0.7238 -2.9448 3.6381
H -1.3133 -2.9051 2.1385
H -2.5298 -4.4133 3.1073
H -3.4505 -2.4462 5.1258
H -2.4074 -3.8748 5.4279
H -5.1566 -4.1666 4.1833
H -4.9107 -4.0603 5.9756
H -5.4754 -6.7804 4.1803
H -5.7578 -6.5390 5.9247
H -4.4344 -7.5920 5.3926
C -4.7956 1.3674 -2.3288
O -4.5563 -0.0147 -2.1540
C -4.1675 -0.4226 -0.8487
C -3.7949 -1.8959 -0.8986
N -2.5732 -2.0524 -1.6972
C -2.0077 -3.4008 -1.7668
C -0.7936 -3.3946 -2.6840
O -1.0754 -3.0437 -4.0513
C -1.7758 -4.0012 -4.7873
H -4.8499 1.6267 -3.3844
H -4.0482 1.9979 -1.8468
H -5.7620 1.6668 -1.9076
H -5.0404 -0.3699 -0.1876
H -3.3643 0.2242 -0.4972
H -4.6640 -2.3697 -1.3683
H -3.6138 -2.2276 0.1247
H -2.8703 -1.8289 -2.6433
H -2.7832 -4.0579 -2.1840
H -1.7492 -3.7305 -0.7604
H -0.2815 -4.3556 -2.7774
H -0.1724 -2.5641 -2.3465
H -1.9800 -3.6094 -5.7816
H -2.6384 -4.3696 -4.2212
H -1.1953 -4.9239 -4.9578
C -2.9321 4.5046 6.1944
O -2.0492 4.6570 5.0903
C -0.6942 4.7783 5.5045
C 0.1629 5.0366 4.2828
N 0.0653 3.9666 3.2864
C 0.0992 4.4855 1.9142
C -0.4970 3.4761 0.9483
O -1.9054 3.4857 1.2399
C -2.5867 2.3452 0.8004
H -2.9891 5.4259 6.7845
H -2.4944 3.7360 6.8381
H -3.9296 4.2972 5.8200
H -0.4135 3.7682 5.8428
H -0.5937 5.4168 6.3838
H 1.1986 5.1472 4.6170
H -0.1002 6.0184 3.8736
H -0.9230 3.6884 3.2692
H 1.0959 4.8167 1.6144
H -0.5153 5.3781 1.7246
H -0.1439 2.4711 1.1901
H -0.3038 3.6116 -0.1146
H -3.6350 2.4557 1.0833
H -2.2836 1.3855 1.2434
H -2.5275 2.1952 -0.2834
C 3.4119 2.8011 -0.0903
O 2.1816 3.0286 -0.1182
N 4.2926 3.1741 -1.0469
N 3.9349 2.0282 0.8935
H 3.9649 3.6891 -1.8643
H 5.1851 3.3837 -0.6289
H 4.8463 1.6495 0.7082
H 3.3769 1.7378 1.6728
C 1.5400 -5.2150 0.1781
O 0.4610 -4.6731 0.4362
N 2.2111 -4.9342 -0.9708
N 2.2022 -6.0318 1.0246
H 1.8708 -4.1382 -1.4815
H 3.0189 -5.4112 -1.3205
H 3.1321 -6.2813 0.7482
H 1.8595 -6.2385 1.9428
C -1.3238 0.9028 -3.9453
O -1.5421 1.8068 -3.1273
N -0.1088 0.7108 -4.5219
N -2.2914 0.1041 -4.4722
H 0.7382 1.0572 -4.1029
H 0.0174 -0.0098 -5.2062
H -1.9937 -0.6922 -4.9969
H -3.2208 0.2721 -4.1239
C 1.9041 4.0569 -3.5489
O 3.1305 4.1552 -3.4094
N 1.0396 3.9824 -2.5127
N 1.3178 3.8925 -4.7712
H 1.4432 3.8035 -1.6029
H 0.0769 3.7275 -2.6642
H 1.8275 3.4890 -5.5344
H 0.3216 4.0064 -4.8106
C 4.7547 -2.8305 2.2247
O 5.5928 -3.7371 2.2887
N 3.9684 -2.6047 1.1431
N 4.5079 -1.9960 3.2743
H 3.2711 -1.8493 1.1728
H 4.3172 -2.9897 0.2855
H 5.0422 -2.0662 4.1162
H 3.8516 -1.2551 3.1195
C 1.5645 0.7329 4.2609
O 2.1022 -0.2932 4.6787
N 1.3341 1.0605 2.9746
N 1.2296 1.7716 5.1016
H 1.7838 0.5816 2.2050
H 0.8988 1.9648 2.8661
H 0.8090 2.5777 4.6629
H 1.2705 1.6989 6.0998
C 0.9439 -0.5417 0.2876
O 2.0056 -0.7143 0.9174
N 0.5777 0.5842 -0.3200
N 0.0491 -1.5527 0.1608
H 1.1922 1.3949 -0.2865
H -0.1903 0.6152 -0.9699
H -0.7341 -1.3563 -0.4434
H 0.1848 -2.4700 0.5529
```

***

No. 2
Formula: C4H11NO2
Source: OMol25
Level of theory: ωB97M-V with the def2-TZVPD basis set

Values from the calculation:
electronic energy = -9910.866 eV
LUMO = 0.6571 eV
energy relative to the best compared isomer or geometry (same formula, charge and spin) = 31.7 kcal per mole
orbital gap = 10.7 eV
multiplicity = 1
highest occupied orbital energy = -10.05 eV

```
18
C4H11NO2 (ωB97M-V with the def2-TZVPD basis set)
C 1.2089 -0.0275 -1.1543
C 0.4788 -1.0981 -1.9124
O 0.9610 -1.5856 -2.9036
N -0.7326 -1.4940 -1.3876
H 0.9339 0.3110 -0.1241
H 1.3663 0.9198 -1.6836
H -1.1382 -2.1103 -2.0844
H -1.2808 -1.0844 -0.6508
H 2.1638 -0.4734 -0.8266
C -0.1014 1.0465 1.9190
C -1.6054 0.6551 1.8855
O -0.0302 2.1500 2.8156
H 0.5484 0.1776 2.1249
H 0.1562 1.4158 0.9401
H -2.0103 1.0437 2.8109
H 0.4723 1.9523 3.6232
H -1.8187 -0.4051 1.7938
H -2.1777 1.0441 1.0439
```